(1)
{"formula": "C35H57N2O7S", "method": "ωB97M-V/def2-TZVPD", "species": ["S", "O", "O", "O", "O", "O", "O", "O", "N", "N", "C", "C", "C", "C", "C", "C", "C", "C", "C", "C", "C", "C", "C", "C", "C", "C", "C", "C", "C", "C", "C", "C", "C", "C", "C", "C", "C", "C", "C", "C", "C", "C", "C", "C", "C", "H", "H", "H", "H", "H", "H", "H", "H", "H", "H", "H", "H", "H", "H", "H", "H", "H", "H", "H", "H", "H", "H", "H", "H", "H", "H", "H", "H", "H", "H", "H", "H", "H", "H", "H", "H", "H", "H", "H", "H", "H", "H", "H", "H", "H", "H", "H", "H", "H", "H", "H", "H", "H", "H", "H", "H", "H"], "coordinates": [[-0.124, -0.362, 1.715], [5.128, -5.932, 1.835], [2.669, -4.601, 3.079], [4.481, -2.739, 1.415], [-3.204, -6.283, -2.357], [-4.155, -3.385, -2.108], [-3.055, 2.577, -5.001], [-2.007, -4.246, -0.066], [0.012, 4.259, -0.484], [-0.624, 4.275, 0.674], [0.539, 5.567, -0.970], [0.306, 6.708, -0.016], [-1.704, 3.161, 2.405], [-1.496, 10.032, -0.286], [0.964, 3.223, -2.466], [4.144, -1.800, 0.425], [1.065, 0.008, -1.746], [-0.835, -3.581, 0.341], [0.552, 0.652, 4.258], [-1.513, 0.605, 1.042], [-0.959, 1.865, 0.482], [-3.995, -7.443, -2.514], [0.053, 3.795, -3.596], [2.804, -5.282, 1.838], [-0.697, 8.908, 0.303], [0.599, 7.884, 2.064], [3.730, -3.744, 3.477], [-3.402, -5.343, -3.399], [-0.720, 2.664, -4.329], [3.843, -2.478, 2.656], [-0.288, 1.867, -0.736], [-2.189, 2.572, -3.871], [-0.451, 7.775, -0.471], [0.197, 3.122, -1.164], [3.798, -6.422, 1.865], [-0.290, -0.432, 3.524], [-3.165, -3.460, 0.145], [-0.120, 0.615, -1.504], [6.044, -6.808, 2.458], [-1.057, 3.123, 1.116], [-3.122, -3.937, -2.915], [0.829, 6.779, 1.270], [-2.109, 3.159, 3.528], [-4.284, -3.881, -0.782], [-0.154, 8.941, 1.577], [1.256, -0.318, -2.767], [1.819, -5.713, 1.643], [0.086, -1.395, 3.862], [-2.152, -3.873, -2.419], [-0.243, 1.709, -4.120], [-1.030, 0.127, -1.857], [7.021, -6.329, 2.448], [1.011, 1.353, 3.561], [1.616, 5.434, -1.083], [-0.710, 4.471, -3.210], [-2.707, -5.587, -4.214], [4.448, -1.738, 3.197], [-0.773, 2.861, -5.398], [6.107, -7.758, 1.917], [-0.317, 9.827, 2.180], [1.290, 2.249, -2.802], [-2.942, -2.397, -0.025], [2.838, -2.069, 2.490], [1.871, 3.812, -2.339], [-2.427, 9.688, -0.740], [-4.429, -5.396, -3.778], [5.759, -6.993, 3.500], [3.055, -1.774, 0.274], [-0.731, -2.624, -0.186], [-4.415, -4.964, -0.777], [3.629, -7.026, 2.764], [3.490, -3.453, 4.502], [-2.342, 1.625, -3.335], [3.017, -4.587, 1.023], [-0.131, 1.237, 4.874], [-3.903, 2.914, -4.695], [1.444, 5.971, 1.653], [-3.709, -7.993, -3.416], [0.015, -4.210, 0.081], [-3.076, -3.293, -3.797], [-0.840, -3.411, 1.423], [4.510, -0.802, 0.696], [-2.235, 0.850, 1.820], [-5.210, -3.442, -0.404], [-2.010, 0.034, 0.258], [-0.859, 7.749, -1.479], [1.324, 0.211, 4.883], [0.129, 5.836, -1.937], [-2.314, 2.912, 4.545], [-5.059, -7.185, -2.558], [3.647, -7.051, 0.978], [0.692, 4.344, -4.287], [4.614, -2.112, -0.506], [-1.338, -0.297, 3.781], [-1.755, 10.807, 0.434], [-3.831, -8.076, -1.644], [-0.940, 10.522, -1.089], [-3.484, -3.597, 1.188], [1.795, -0.223, -0.975], [4.680, -4.280, 3.509], [1.020, 7.894, 3.060], [-2.465, 3.378, -3.179]], "forces_ev_per_angstrom": [[0.4, -0.6, -0.2], [0.0, 0.1, 0.3], [0.0, 0.1, 0.0], [-0.3, -0.1, -0.1], [-0.3, 0.1, 0.1], [0.1, 0.1, 0.1], [0.2, 0.3, 0.2], [0.1, 0.2, -0.3], [-0.6, -0.8, 0.3], [0.2, 0.0, -0.5], [0.8, 0.6, 0.8], [-0.5, 0.3, -0.1], [0.4, 0.4, -0.4], [-0.1, 0.4, -0.2], [-0.6, 0.6, -0.2], [0.1, -0.1, 0.1], [-0.6, 0.0, -0.2], [-0.1, -0.3, 0.0], [-0.7, 0.1, -0.2], [-0.1, 0.4, 0.6], [0.3, 0.4, -1.1], [0.1, 0.0, 0.0], [0.1, -0.6, -0.2], [-0.2, -0.1, 0.0], [0.1, -0.3, -0.1], [0.1, -0.3, -0.1], [0.0, -0.1, 0.1], [0.3, -0.2, 0.1], [-0.6, 0.6, 0.5], [0.4, -0.1, -0.1], [-0.5, -0.2, 2.1], [-0.1, -0.7, 0.0], [-0.2, 0.0, -0.3], [1.4, -0.6, -1.7], [0.2, 0.1, -0.3], [0.5, 1.2, 0.3], [0.1, -0.4, 0.1], [0.5, 0.0, -0.1], [0.0, 0.1, -0.1], [-1.1, -0.2, 1.4], [0.0, 0.1, -0.1], [0.4, -0.4, 0.0], [0.2, -0.7, 0.4], [-0.2, 0.0, 0.0], [-0.2, 0.5, 0.1], [-0.4, -1.5, 0.5], [0.0, 0.0, 0.1], [-0.4, -0.3, -0.4], [0.0, -0.2, 0.1], [0.1, 0.0, -0.4], [0.0, 0.9, -1.2], [0.0, 0.0, -0.1], [0.1, -0.1, 0.0], [0.0, -0.1, -0.1], [0.3, 0.3, 0.0], [-0.1, 0.1, -0.1], [-0.2, 0.0, 0.1], [0.3, -0.1, 0.0], [0.0, -0.1, 0.1], [0.0, -0.1, 0.1], [0.0, -0.1, 0.3], [0.0, 0.0, 0.0], [0.0, 0.0, 0.0], [-0.1, 0.1, 0.1], [0.0, -0.1, 0.1], [0.0, 0.0, 0.0], [0.0, -0.1, 0.0], [0.0, 0.1, 0.0], [0.0, 0.1, 0.1], [0.2, 0.0, 0.0], [0.0, 0.0, 0.0], [-0.1, 0.0, 0.0], [0.0, 0.1, 0.1], [0.2, 0.0, 0.0], [0.3, 0.0, 0.2], [-0.1, -0.1, -0.2], [-0.1, 0.0, 0.0], [-0.1, 0.0, 0.0], [0.0, 0.0, 0.0], [-0.1, 0.0, 0.0], [0.1, 0.1, 0.0], [-0.1, 0.1, -0.1], [0.0, -0.2, 0.0], [0.0, 0.1, 0.0], [0.1, -0.1, 0.1], [0.0, 0.0, 0.0], [0.0, 0.0, 0.0], [-0.2, -0.4, 0.0], [-0.3, 0.4, 0.0], [0.0, 0.0, -0.1], [-0.2, -0.1, 0.1], [-0.1, 0.0, 0.0], [0.1, 0.0, 0.0], [-0.1, -0.4, 0.0], [0.1, -0.1, 0.1], [0.1, 0.0, 0.0], [0.1, 0.0, 0.1], [-0.1, 0.2, 0.0], [0.7, 1.4, -0.3], [0.1, 0.1, -0.2], [0.0, 0.2, 0.0], [0.1, 0.1, -0.1]], "e_tot_ev": -65352.92154, "largest_force_ev_per_a": 2.27, "relative_energy_kj_mol": 36.2, "homo_ev": -10.790, "orbital_gap_ev": 6.6033, "charge": 1, "spin_multiplicity": 1}

(2)
{"formula": "C35H59KN8O4S", "method": "ωB97M-V/def2-TZVPD", "species": ["K", "S", "O", "O", "O", "O", "N", "N", "N", "N", "N", "N", "N", "N", "C", "C", "C", "C", "C", "C", "C", "C", "C", "C", "C", "C", "C", "C", "C", "C", "C", "C", "C", "C", "C", "C", "C", "C", "C", "C", "C", "C", "C", "C", "C", "C", "C", "C", "C", "H", "H", "H", "H", "H", "H", "H", "H", "H", "H", "H", "H", "H", "H", "H", "H", "H", "H", "H", "H", "H", "H", "H", "H", "H", "H", "H", "H", "H", "H", "H", "H", "H", "H", "H", "H", "H", "H", "H", "H", "H", "H", "H", "H", "H", "H", "H", "H", "H", "H", "H", "H", "H", "H", "H", "H", "H", "H", "H"], "coordinates": [[-1.114, 1.153, -0.474], [-0.368, -4.017, -1.203], [0.028, 2.638, -1.744], [-0.355, 1.931, -3.860], [-0.509, -1.073, 0.559], [-2.345, 0.032, 1.220], [-3.314, 0.691, -1.737], [0.277, -0.490, 3.229], [-3.068, 2.807, 0.143], [2.008, -1.533, 1.249], [0.749, -5.034, -3.445], [-1.449, -4.354, -3.621], [1.694, 0.371, -1.263], [1.857, 1.385, 1.739], [-4.383, 1.360, -1.294], [-5.709, 0.597, -3.128], [1.301, 1.820, 3.026], [2.823, 1.334, -1.369], [-1.024, -1.070, 2.880], [0.118, 1.840, -2.719], [2.177, -0.549, 4.853], [3.845, 2.744, 2.136], [-5.076, 2.972, 2.047], [-5.596, 1.349, -1.971], [-4.609, -0.113, -3.581], [2.063, -1.039, -1.206], [-1.403, -4.489, -5.074], [-2.911, 3.537, 1.247], [-3.884, 3.653, 2.227], [2.055, 3.621, 0.614], [1.493, -2.578, 3.495], [2.363, -3.947, 1.651], [0.818, 0.479, -2.447], [0.580, -6.457, -3.754], [3.533, 1.710, -0.061], [1.026, -1.295, 4.186], [3.897, -2.234, 2.643], [-2.765, -3.989, -3.117], [-3.433, -0.027, -2.853], [-4.225, 2.163, -0.031], [2.034, -4.786, -2.806], [0.130, 0.945, 3.470], [-5.254, 2.219, 0.900], [2.826, -1.542, -0.002], [-1.359, -0.692, 1.435], [2.445, -2.553, 2.273], [-0.381, -4.480, -2.808], [3.886, 0.910, -2.389], [2.783, 2.367, 1.104], [1.563, 4.140, 1.441], [1.316, 3.388, -0.159], [2.158, -3.723, -2.615], [1.104, 1.188, 1.086], [-3.707, 4.258, 3.106], [-6.429, 1.936, -1.606], [4.293, 2.438, -0.367], [2.491, -4.684, 2.446], [-1.813, -0.720, 3.554], [1.332, 0.195, -3.371], [2.138, -5.326, -1.857], [-4.651, -0.700, -4.489], [0.357, -1.628, 5.000], [1.135, -1.610, -1.265], [-1.904, -5.406, -5.397], [2.000, -3.195, 4.244], [2.813, -5.115, -3.496], [4.554, 1.749, -2.597], [0.985, -1.573, 1.014], [2.777, 4.325, 0.185], [2.874, -0.132, 4.127], [4.575, -2.520, 1.836], [3.144, -4.127, 0.912], [-1.960, 4.054, 1.345], [2.657, -1.336, -2.084], [-0.379, -4.489, -5.424], [-2.743, -3.913, -2.037], [-0.113, 1.174, 4.518], [-0.977, -2.157, 2.945], [-6.641, 0.580, -3.680], [3.433, 3.345, 2.949], [2.729, -1.243, 5.492], [0.584, -7.059, -2.836], [1.820, 0.266, 5.485], [1.398, -6.785, -4.395], [3.116, -2.569, -0.216], [2.360, 2.250, -1.736], [4.504, 0.084, -2.020], [-5.857, 3.022, 2.795], [-3.060, -3.027, -3.540], [4.182, -2.795, 3.534], [3.441, 0.604, -3.338], [-1.933, -3.645, -5.517], [0.933, 2.853, 3.000], [0.009, -0.255, -2.321], [4.104, 0.867, 0.341], [2.066, -0.576, 1.660], [-2.536, -0.541, -3.187], [-0.749, 1.254, 2.899], [-3.496, -4.740, -3.425], [1.392, -4.119, 1.176], [-6.165, 1.658, 0.741], [-0.355, -6.638, -4.278], [0.613, -3.153, 3.199], [2.096, 1.806, 3.764], [3.734, -0.980, 0.190], [4.050, -1.174, 2.848], [4.306, 1.848, 2.565], [4.627, 3.335, 1.656]], "forces_ev_per_angstrom": [[0.0, -0.1, 0.4], [-0.1, 0.0, -0.2], [1.0, 0.9, -1.3], [0.0, 0.0, 0.2], [-0.4, -0.3, 0.5], [-0.3, -0.8, 0.9], [-0.6, 0.0, -0.4], [-0.1, 0.2, -0.1], [-0.4, 0.2, 0.2], [0.7, 0.1, 0.1], [-0.2, 0.0, 0.2], [-0.2, -0.1, 0.0], [0.0, 0.1, 0.0], [0.2, 0.1, 0.1], [0.3, 0.1, 0.1], [0.0, 0.0, 0.0], [0.0, -0.1, -0.2], [-0.1, -0.1, -0.1], [0.1, 0.0, 0.1], [0.2, 0.2, -0.3], [0.1, 0.0, 0.0], [0.1, 0.1, 0.1], [-0.1, 0.0, 0.0], [-0.1, -0.1, 0.0], [0.0, 0.0, 0.0], [0.0, 0.0, -0.1], [0.0, 0.0, 0.2], [-0.1, -0.2, -0.2], [0.0, 0.0, 0.0], [0.0, 0.1, 0.0], [0.1, -0.2, -0.1], [0.0, -0.2, 0.0], [0.0, 0.1, 0.0], [0.0, 0.1, -0.1], [0.1, -0.1, 0.0], [0.0, 0.1, 0.0], [0.0, 0.0, 0.1], [0.1, 0.0, -0.1], [0.0, 0.2, 0.2], [0.2, 0.0, -0.2], [0.0, -0.1, 0.0], [-0.1, -0.1, 0.0], [-0.1, 0.0, 0.0], [-0.1, 0.0, 0.2], [0.1, -0.1, 0.0], [0.0, 0.2, -0.1], [0.3, 0.0, -0.1], [0.1, 0.0, 0.0], [-0.2, -0.1, 0.0], [0.0, 0.0, 0.0], [0.0, 0.0, 0.1], [0.0, 0.0, 0.0], [0.0, 0.0, -0.1], [0.0, 0.0, 0.0], [0.0, 0.0, 0.0], [0.0, 0.0, 0.0], [0.0, 0.0, 0.0], [-0.1, 0.0, 0.0], [0.1, 0.0, 0.0], [0.0, 0.0, 0.0], [0.0, 0.0, 0.0], [0.0, 0.0, 0.1], [0.0, 0.0, 0.0], [0.0, 0.0, 0.0], [0.0, 0.0, 0.0], [0.0, 0.0, 0.0], [0.0, 0.0, 0.0], [-0.5, -0.1, -0.1], [0.0, -0.1, 0.0], [-0.1, 0.0, 0.0], [0.0, 0.0, 0.0], [0.0, 0.0, 0.1], [0.0, 0.0, 0.0], [0.0, 0.0, -0.1], [0.1, 0.0, 0.0], [0.0, 0.0, 0.0], [0.0, 0.0, 0.0], [0.0, 0.1, 0.0], [0.0, 0.0, 0.0], [0.0, 0.0, 0.0], [0.0, 0.0, 0.0], [0.0, 0.0, 0.0], [0.0, 0.0, 0.0], [0.0, 0.0, 0.0], [-0.1, 0.1, 0.0], [-0.1, 0.0, 0.0], [0.0, 0.0, 0.0], [0.0, 0.0, 0.0], [0.0, 0.0, 0.0], [0.0, 0.0, 0.0], [0.0, 0.0, 0.1], [0.0, 0.0, 0.0], [-0.1, 0.0, 0.0], [0.1, 0.0, -0.1], [0.0, 0.0, 0.0], [0.0, 0.0, 0.0], [0.0, 0.0, 0.0], [0.0, 0.0, 0.0], [0.0, 0.0, 0.0], [0.1, 0.0, 0.0], [0.0, 0.0, 0.0], [0.0, 0.0, 0.0], [0.1, 0.0, 0.0], [0.1, 0.0, 0.1], [0.0, 0.0, 0.0], [0.0, -0.1, 0.0], [0.0, 0.1, 0.0], [0.0, 0.0, 0.0]], "e_tot_ev": -84525.31139, "largest_force_ev_per_a": 1.84, "relative_energy_kj_mol": 119.9, "homo_ev": -7.647, "orbital_gap_ev": 8.0753, "spin_multiplicity": 1}